(1)
58
Properties=species:S:1:pos:R:3:forces:R:3 method="wB97M-V/def2-TZVPD" homo_ev="-16.383 / -16.398" s_squared=0.756 orbital_gap_ev="4.758 / 4.685" largest_force_ev_per_a=0.81 multiplicity=2 charge=+3 total_energy_ha=-1903.892052
Re -0.572 -0.352 0.884 -0.05 0.77 -0.24
O -3.839 2.451 -0.356 -0.03 0.01 -0.07
C -4.807 1.572 -0.068 0.03 0.01 0.01
C -6.094 1.951 -0.425 -0.07 0.04 -0.05
C -7.159 1.121 -0.160 -0.03 0.09 -0.04
C -6.984 -0.124 0.471 -0.23 -0.04 -0.03
C -5.739 -0.514 0.836 0.02 -0.16 0.09
C -4.611 0.316 0.576 0.07 0.11 0.00
C -3.372 -0.171 1.012 0.35 0.19 -0.15
O -2.195 0.546 0.673 0.15 -0.15 -0.04
N -3.180 -1.236 1.743 -0.15 -0.43 0.15
N -1.876 -1.405 1.992 0.06 -0.01 -0.22
C -1.393 -2.109 2.955 0.01 -0.19 0.30
C 0.001 -1.812 3.276 -0.12 -0.04 -0.01
C 0.667 -2.340 4.354 0.05 -0.05 0.07
C 1.916 -1.818 4.699 0.00 -0.06 0.05
C 2.462 -0.779 3.958 -0.02 0.04 -0.06
C 1.767 -0.304 2.864 0.12 0.00 -0.05
N 0.568 -0.815 2.512 -0.07 -0.18 0.12
H -2.975 2.152 -0.063 0.00 -0.03 0.08
H -6.229 2.910 -0.906 -0.01 -0.01 0.00
H -8.155 1.436 -0.444 0.01 0.01 -0.01
H -7.838 -0.759 0.660 0.00 0.00 0.01
H -5.574 -1.466 1.321 -0.03 0.01 0.01
H -2.030 -2.750 3.555 0.03 0.07 0.04
H 0.212 -3.129 4.939 0.00 0.02 0.00
H 2.449 -2.217 5.553 -0.02 0.00 -0.01
H 3.419 -0.347 4.217 -0.01 0.00 -0.02
H 2.156 0.483 2.230 0.01 0.00 0.03
C 4.742 -1.916 -4.319 0.00 0.01 -0.02
C 3.489 -2.148 -3.482 -0.02 -0.01 0.00
C 3.395 -1.106 -2.372 0.06 0.07 0.01
N 2.225 -1.380 -1.489 -0.01 -0.10 -0.17
C 0.984 -1.037 -1.681 -0.02 -0.24 0.26
S -0.259 -1.893 -0.696 -0.07 -0.06 0.22
N 0.579 -0.060 -2.474 -0.07 0.14 -0.39
C 1.347 1.184 -2.692 -0.01 -0.22 -0.18
O 1.661 1.515 -3.783 -0.05 0.15 0.14
C 1.590 1.887 -1.413 0.33 0.42 0.16
C 0.713 1.784 -0.319 -0.16 -0.54 -0.02
C 0.911 2.532 0.829 0.14 0.22 0.00
C 2.021 3.372 0.906 -0.02 0.05 0.10
C 2.886 3.492 -0.172 0.01 0.07 0.15
C 2.662 2.771 -1.338 -0.16 -0.28 -0.16
H 4.789 -2.641 -5.129 0.00 0.00 0.01
H 5.647 -2.028 -3.720 0.00 0.01 0.00
H 4.743 -0.921 -4.766 0.00 -0.01 0.01
H 3.507 -3.148 -3.040 0.01 0.00 -0.01
H 2.596 -2.083 -4.109 0.00 0.00 0.01
H 3.315 -0.103 -2.776 0.01 0.01 -0.04
H 4.269 -1.124 -1.723 0.02 -0.05 0.01
H 2.370 -2.132 -0.826 0.01 0.03 0.05
H -0.342 -0.107 -2.895 -0.01 -0.06 0.00
H -0.247 1.257 -0.504 0.02 0.28 -0.12
H 0.193 2.519 1.641 -0.04 0.03 0.02
H 2.183 3.966 1.796 0.00 0.00 -0.01
H 3.727 4.170 -0.116 0.00 0.01 0.01
H 3.312 2.888 -2.196 -0.01 0.02 0.00

(2)
60
Properties=species:S:1:pos:R:3:forces:R:3 method="wB97M-V/def2-TZVPD" homo_ev="-9.532 / -8.663" s_squared=0.769 orbital_gap_ev="6.724 / 5.815" largest_force_ev_per_a=1.38 multiplicity=2 charge=+1 total_energy_ha=-3566.913767
V -0.304 -0.047 -0.227 1.38 -0.12 0.01
O -3.488 -0.744 2.122 -0.09 0.02 0.05
C -2.524 -0.765 1.405 0.17 0.17 -0.24
N -1.934 0.283 0.704 -0.82 0.28 0.67
C -2.393 1.603 0.768 0.15 -0.30 -0.08
O -3.346 2.036 1.354 -0.10 0.01 0.04
C -1.560 2.489 -0.141 0.00 -0.22 -0.06
C -1.975 3.773 -0.430 0.03 0.07 0.10
C -1.241 4.530 -1.329 0.00 0.02 0.00
C -0.118 3.959 -1.908 0.00 0.08 -0.03
C 0.231 2.665 -1.576 -0.04 -0.12 0.19
N -0.471 1.919 -0.706 -0.24 1.14 -0.24
C -1.812 -2.069 1.088 0.00 0.15 -0.17
C -2.374 -3.274 1.456 0.03 -0.02 0.12
C -1.747 -4.451 1.078 -0.01 -0.01 0.01
C -0.578 -4.364 0.337 -0.01 -0.09 0.01
C -0.080 -3.120 0.001 0.01 0.19 0.10
N -0.676 -1.971 0.362 -0.31 -0.98 0.31
H -2.864 4.142 0.063 0.01 0.01 -0.02
H -1.540 5.539 -1.578 0.00 -0.01 0.01
H 0.485 4.508 -2.620 0.00 -0.01 0.02
H 1.103 2.196 -2.016 0.00 -0.03 -0.01
H -3.290 -3.252 2.031 0.01 -0.02 -0.01
H -2.161 -5.412 1.348 0.00 0.01 0.00
H -0.055 -5.253 0.012 0.00 0.02 0.01
H 0.829 -3.028 -0.580 0.00 0.02 -0.02
C 3.554 -0.558 -0.059 -0.06 0.02 -0.08
C 2.778 -0.657 -1.330 -0.04 -0.06 0.02
N 1.476 -0.538 -1.451 -0.01 -0.18 -0.38
C 1.075 -0.781 -2.767 -0.15 0.14 0.26
C 2.088 -1.036 -3.624 0.12 -0.06 -0.14
S 3.574 -1.021 -2.794 0.12 -0.01 -0.07
C -0.356 -0.770 -3.077 0.08 0.10 0.30
C -0.927 -1.022 -4.277 0.00 -0.02 -0.14
S -2.615 -0.915 -4.138 -0.12 0.00 -0.03
C -2.487 -0.537 -2.472 -0.03 0.03 0.00
N -1.245 -0.493 -2.045 -0.03 -0.24 -0.65
C -3.741 -0.298 -1.690 0.08 -0.01 -0.01
H 2.875 -0.532 0.785 -0.03 -0.02 0.01
H 4.181 0.334 -0.047 -0.01 0.01 0.01
H 4.205 -1.424 0.057 0.02 -0.01 -0.01
H 2.031 -1.247 -4.680 0.01 0.01 0.03
H -0.445 -1.264 -5.210 -0.01 0.01 0.03
H -4.607 -0.414 -2.339 0.00 -0.01 -0.01
H -3.766 0.707 -1.273 0.02 0.01 -0.01
H -3.841 -1.003 -0.867 0.02 -0.01 0.00
O -0.275 1.302 2.730 0.32 -0.12 -0.10
S 0.852 0.710 1.958 -0.53 0.22 0.22
C 1.653 -0.500 3.064 0.05 0.00 -0.04
C 2.935 0.137 3.607 -0.01 0.04 0.03
C 2.739 1.652 3.526 0.01 0.00 0.00
C 2.202 1.909 2.124 0.00 -0.04 -0.08
H 1.802 -1.441 2.535 -0.01 -0.01 0.03
H 0.891 -0.640 3.831 0.02 -0.03 0.01
H 3.790 -0.154 2.991 0.01 -0.01 0.01
H 3.137 -0.198 4.623 -0.01 0.00 0.00
H 3.662 2.201 3.708 0.01 -0.01 -0.01
H 2.000 1.979 4.259 0.01 0.01 0.00
H 2.955 1.735 1.354 -0.01 0.02 0.01
H 1.737 2.882 1.972 0.01 0.00 0.00

(3)
57
Properties=species:S:1:pos:R:3:forces:R:3 method="wB97M-V/def2-TZVPD" homo_ev=-10.241 orbital_gap_ev=3.535 largest_force_ev_per_a=7.47 charge=+1 total_energy_ha=-1460.207543
C -3.358 1.084 3.146 -1.53 0.56 0.01
C -2.227 0.260 3.562 1.10 -1.91 0.00
C -2.086 -1.113 3.615 0.48 0.77 -0.36
C -0.702 -1.347 3.955 0.65 0.22 0.78
C -0.081 -0.130 4.235 -4.36 -1.84 -3.55
B 0.178 -0.582 -0.738 1.70 2.65 6.77
N -1.274 -0.780 -0.606 2.07 -0.22 -1.60
C -1.889 -1.887 0.060 -0.72 -1.56 0.50
C -1.847 0.535 -0.436 -1.57 0.99 -0.28
C -0.709 1.376 0.102 -0.04 1.66 1.01
O -0.792 2.364 0.775 0.09 -1.47 -1.20
O 0.452 0.798 -0.305 0.21 -2.22 -1.56
C -0.356 -1.346 -2.160 -3.26 -0.15 -1.82
C 0.812 -2.147 -1.686 4.38 -3.42 1.59
O 1.463 -3.018 -2.233 -2.53 2.65 0.81
O 1.061 -1.681 -0.383 -1.42 1.06 -3.39
O -1.067 0.848 3.897 0.01 -0.98 -0.32
H -4.305 0.563 3.430 0.67 0.55 -0.13
H -3.316 2.070 3.634 -0.15 -0.32 -0.19
H -3.436 1.266 2.051 0.30 -0.04 0.60
H -2.864 -1.843 3.377 0.38 0.25 0.30
H -0.223 -2.337 3.982 -0.23 0.68 0.18
H -2.606 -2.413 -0.583 0.11 0.16 0.19
H -1.147 -2.592 0.466 -0.16 0.32 -0.29
H -2.429 -1.440 0.905 0.17 -0.29 -0.07
H -2.318 1.006 -1.314 0.47 -0.27 -0.05
H -2.685 0.445 0.265 0.32 0.03 0.01
H -1.183 -2.019 -2.405 0.29 0.14 -0.40
H -0.249 -0.541 -2.891 0.03 -0.07 -0.02
C 5.231 -1.067 -1.056 -0.12 0.17 1.10
O 5.276 -1.459 0.351 0.32 0.01 -0.26
C 4.461 -0.905 1.301 -0.82 0.38 -0.31
C 4.169 -1.665 2.452 0.02 0.29 -1.02
C 3.154 -1.255 3.311 0.03 -0.21 0.79
C 2.380 -0.091 3.128 -0.58 0.15 -0.06
C 1.261 0.375 4.227 3.87 0.42 0.66
C 1.139 1.867 4.497 0.43 1.17 1.00
C 0.101 2.270 5.356 -0.27 -0.38 0.87
C -0.382 3.568 5.387 0.35 0.11 0.39
C 0.415 4.584 4.868 0.23 -0.32 -0.68
C 1.624 4.241 4.265 0.22 0.17 0.22
C 1.989 2.890 4.103 0.38 0.30 -0.54
C 2.750 0.667 2.009 -0.20 0.34 0.20
C 3.822 0.337 1.165 -0.08 -0.46 -0.09
H 5.942 -1.723 -1.581 -0.30 0.27 0.38
H 4.216 -1.224 -1.461 0.31 0.11 0.19
H 5.537 -0.016 -1.171 -0.12 -0.36 -0.07
H 4.748 -2.583 2.553 -0.39 0.12 0.35
H 2.992 -1.887 4.186 -0.12 0.19 -0.11
H 1.719 0.001 5.147 0.21 -0.28 0.13
H -0.293 1.517 6.077 -0.28 0.55 -1.03
H -1.362 3.799 5.812 0.54 -0.11 0.35
H 0.116 5.620 4.959 -0.03 0.00 -0.14
H 2.292 5.043 3.916 -0.24 -0.54 0.22
H 2.985 2.643 3.716 -0.57 0.18 -0.25
H 2.186 1.565 1.776 0.20 0.09 0.12
H 4.177 1.042 0.408 -0.47 -0.29 0.05

(4)
65
Properties=species:S:1:pos:R:3:forces:R:3 method="wB97M-V/def2-TZVPD" homo_ev="-16.117 / -16.246" s_squared=8.788 orbital_gap_ev="7.942 / 4.838" largest_force_ev_per_a=0.71 multiplicity=6 charge=+3 total_energy_ha=-4894.174252
Ir -0.409 -0.050 -0.274 0.01 0.06 0.29
C 2.726 0.889 -1.752 0.16 -0.09 -0.08
O 1.407 1.385 -1.430 -0.05 -0.04 0.03
C 0.842 2.366 -2.144 -0.05 0.00 -0.01
C 1.418 3.070 -3.170 0.02 -0.03 -0.03
C 0.686 4.094 -3.775 0.12 0.09 -0.15
Br 1.436 5.058 -5.163 -0.08 -0.09 0.13
C -0.628 4.413 -3.362 -0.10 -0.02 0.02
C -1.233 3.722 -2.347 0.11 -0.02 -0.04
C -0.521 2.640 -1.715 0.01 -0.03 -0.02
O -1.058 1.919 -0.821 -0.18 0.06 0.06
C -2.600 4.048 -1.947 -0.13 -0.07 0.10
N -3.469 3.231 -1.349 0.07 0.01 -0.03
C -4.687 3.876 -1.175 0.00 0.12 -0.04
C -5.891 3.455 -0.619 0.01 -0.01 0.00
C -6.909 4.381 -0.608 0.04 0.00 -0.02
C -6.739 5.679 -1.129 -0.03 -0.04 0.02
C -5.549 6.096 -1.681 0.04 0.07 -0.04
C -4.520 5.160 -1.695 -0.11 -0.17 0.09
N -3.211 5.216 -2.161 0.07 0.11 -0.05
H 3.322 1.634 -2.270 -0.03 0.03 0.08
H 2.623 -0.006 -2.364 -0.03 0.05 -0.02
H 3.201 0.664 -0.802 -0.04 -0.03 0.01
H 2.412 2.854 -3.529 -0.01 0.02 -0.02
H -1.159 5.186 -3.903 0.05 0.01 -0.01
H -3.240 2.289 -1.071 0.02 0.00 -0.01
H -6.021 2.456 -0.226 -0.02 0.00 0.01
H -7.868 4.105 -0.192 -0.01 0.01 0.00
H -7.573 6.367 -1.096 0.00 0.01 0.00
H -5.429 7.092 -2.082 0.01 0.00 0.00
H -2.772 6.039 -2.548 -0.01 -0.04 0.01
C 1.633 -5.302 3.105 0.09 0.01 0.05
C 2.334 -4.784 1.834 -0.28 -0.05 -0.09
N 3.524 -4.025 2.147 0.06 -0.17 -0.09
C 4.826 -4.606 1.927 0.15 -0.02 0.00
C 5.118 -5.740 2.945 -0.03 0.01 0.05
C 3.442 -2.812 2.926 0.10 0.31 0.07
O 4.361 -2.558 3.647 0.00 -0.10 -0.02
C 2.226 -1.951 2.837 -0.11 0.02 -0.03
C 1.658 -1.531 4.038 0.02 -0.04 0.00
C 0.554 -0.704 3.998 -0.03 0.01 0.03
C 0.081 -0.289 2.768 0.07 0.09 -0.01
N 0.660 -0.644 1.611 -0.11 0.11 -0.10
C 1.711 -1.470 1.641 -0.07 -0.26 0.05
H 0.755 -5.862 2.791 -0.01 -0.01 -0.02
H 1.306 -4.488 3.751 -0.01 0.01 -0.01
H 2.288 -5.962 3.670 -0.01 -0.01 0.00
H 1.638 -4.130 1.297 0.09 -0.03 0.00
H 2.622 -5.605 1.182 0.02 0.01 0.00
H 5.581 -3.829 2.011 -0.05 0.01 0.04
H 4.824 -5.034 0.921 -0.07 0.02 -0.02
H 5.081 -5.352 3.960 0.03 0.00 0.00
H 6.124 -6.096 2.731 0.01 0.01 0.01
H 4.429 -6.574 2.834 -0.01 0.01 -0.03
H 2.073 -1.864 4.981 0.00 0.02 0.01
H 0.065 -0.380 4.906 -0.01 0.02 -0.01
H -0.779 0.364 2.700 -0.01 0.01 -0.01
H 2.127 -1.760 0.683 0.03 0.05 -0.02
F -0.580 -4.019 -1.778 -0.04 0.02 0.07
Te -1.314 -2.376 -2.164 0.05 -0.35 -0.62
F -1.111 -2.758 -3.944 -0.06 0.02 0.20
F 0.437 -1.638 -2.255 0.20 0.02 -0.07
F -3.024 -3.016 -2.205 0.01 -0.05 0.06
F -1.902 -0.677 -2.699 0.00 0.11 0.06
O -1.357 -1.855 -0.394 0.12 0.25 0.16